No. 1
{"formula": "C56H74NO26P", "method": "ωB97M-V/def2-TZVPD", "species": ["C", "C", "O", "O", "C", "C", "C", "P", "O", "O", "O", "C", "C", "C", "C", "C", "C", "O", "C", "N", "C", "O", "C", "C", "C", "C", "C", "C", "C", "O", "H", "H", "H", "H", "H", "H", "H", "H", "H", "H", "H", "H", "H", "H", "H", "H", "H", "H", "H", "H", "O", "C", "C", "C", "C", "O", "H", "H", "H", "H", "H", "H", "O", "C", "C", "C", "C", "O", "H", "H", "H", "H", "H", "H", "O", "C", "C", "C", "C", "O", "H", "H", "H", "H", "H", "H", "O", "C", "C", "C", "C", "O", "H", "H", "H", "H", "H", "H", "O", "C", "C", "C", "C", "O", "H", "H", "H", "H", "H", "H", "O", "C", "C", "C", "C", "O", "H", "H", "H", "H", "H", "H", "O", "C", "C", "C", "C", "O", "H", "H", "H", "H", "H", "H", "O", "C", "C", "C", "C", "O", "H", "H", "H", "H", "H", "H", "O", "C", "C", "C", "C", "O", "H", "H", "H", "H", "H", "H"], "positions_angstrom": [[-5.075, -2.010, 3.000], [-3.623, -2.143, 3.317], [-2.933, -2.895, 2.695], [-3.113, -1.425, 4.349], [-3.182, 0.006, 4.127], [-2.343, 0.389, 2.933], [-0.959, 0.145, 3.010], [-0.134, -0.495, 4.473], [-0.808, -0.228, 5.756], [0.168, -2.024, 4.235], [1.298, 0.190, 4.436], [-0.158, 0.411, 1.920], [-0.687, 0.933, 0.760], [-2.049, 1.214, 0.679], [-2.890, 0.941, 1.769], [-4.374, 1.206, 1.679], [-4.869, 2.529, 2.325], [-5.618, 2.266, 3.517], [-3.782, 3.580, 2.606], [-3.261, 3.591, 3.973], [-2.537, 1.782, -0.614], [-3.671, 1.684, -1.004], [-1.527, 2.479, -1.454], [-1.971, 3.420, -2.374], [-1.057, 4.061, -3.193], [0.300, 3.767, -3.087], [0.744, 2.825, -2.177], [-0.170, 2.183, -1.357], [0.235, 1.154, -0.381], [1.250, 0.515, -0.501], [-5.572, -2.962, 3.117], [-5.156, -1.744, 1.949], [-5.559, -1.230, 3.576], [-2.789, 0.464, 5.023], [-4.222, 0.297, 4.046], [-0.572, -2.508, 4.632], [1.332, 0.747, 5.225], [0.901, 0.207, 1.943], [-4.736, 1.164, 0.667], [-4.876, 0.407, 2.206], [-5.559, 2.977, 1.614], [-6.544, 2.285, 3.269], [-4.254, 4.549, 2.469], [-2.974, 3.529, 1.883], [-3.962, 4.013, 4.565], [-3.158, 2.651, 4.335], [-3.027, 3.623, -2.446], [-1.409, 4.781, -3.913], [0.984, 4.273, -3.750], [1.793, 2.588, -2.117], [-8.446, 0.047, -2.279], [-7.464, -0.375, -2.821], [-6.027, -0.171, -2.401], [-5.254, -0.580, -3.650], [-6.193, -1.598, -4.278], [-7.520, -1.158, -3.923], [-5.810, -0.831, -1.560], [-5.853, 0.863, -2.120], [-4.263, -0.978, -3.445], [-5.145, 0.282, -4.313], [-6.043, -2.601, -3.875], [-6.116, -1.638, -5.363], [3.363, -3.814, -1.060], [2.933, -3.351, -0.043], [3.311, -2.040, 0.614], [2.746, -2.202, 2.024], [1.566, -3.134, 1.787], [1.965, -3.968, 0.681], [2.827, -1.223, 0.072], [4.387, -1.907, 0.611], [2.464, -1.265, 2.500], [3.483, -2.693, 2.661], [0.659, -2.592, 1.507], [1.346, -3.761, 2.646], [7.037, -2.780, 1.448], [7.314, -2.247, 0.409], [8.581, -2.399, -0.408], [8.501, -1.209, -1.365], [7.001, -1.008, -1.492], [6.458, -1.416, -0.219], [8.536, -3.354, -0.935], [9.457, -2.373, 0.234], [8.991, -1.366, -2.316], [8.953, -0.334, -0.897], [6.561, -1.637, -2.269], [6.728, 0.028, -1.676], [1.112, 2.028, 9.666], [1.281, 0.847, 9.599], [0.478, -0.161, 8.798], [0.903, -1.490, 9.418], [2.315, -1.177, 9.896], [2.295, 0.217, 10.245], [0.767, -0.087, 7.751], [-0.586, 0.029, 8.895], [0.859, -2.335, 8.733], [0.265, -1.717, 10.274], [3.061, -1.325, 9.111], [2.607, -1.754, 10.770], [8.813, 0.398, -3.836], [8.117, 0.769, -4.738], [7.544, -0.065, -5.869], [7.108, 0.998, -6.875], [6.795, 2.179, -5.965], [7.700, 2.048, -4.854], [6.699, -0.637, -5.482], [8.297, -0.741, -6.264], [6.267, 0.704, -7.500], [7.943, 1.248, -7.531], [5.773, 2.149, -5.581], [6.962, 3.141, -6.442], [-7.632, 3.561, -1.862], [-8.553, 3.772, -2.596], [-9.787, 2.919, -2.817], [-10.354, 3.492, -4.115], [-9.881, 4.938, -4.057], [-8.627, 4.895, -3.357], [-10.467, 3.063, -1.975], [-9.520, 1.870, -2.906], [-11.434, 3.399, -4.210], [-9.897, 2.988, -4.968], [-10.567, 5.578, -3.498], [-9.718, 5.373, -5.041], [2.769, 4.950, -5.048], [2.192, 5.285, -6.042], [1.561, 4.387, -7.090], [1.352, 5.344, -8.263], [1.174, 6.678, -7.548], [1.984, 6.581, -6.363], [0.617, 4.006, -6.696], [2.221, 3.559, -7.330], [0.512, 5.088, -8.906], [2.251, 5.372, -8.879], [0.140, 6.852, -7.245], [1.515, 7.525, -8.138], [10.161, -6.102, 5.986], [9.284, -5.851, 5.212], [8.132, -6.752, 4.801], [7.610, -6.069, 3.537], [7.969, -4.611, 3.793], [9.177, -4.660, 4.584], [7.393, -6.753, 5.603], [8.485, -7.764, 4.623], [6.549, -6.222, 3.353], [8.159, -6.437, 2.668], [7.201, -4.090, 4.368], [8.157, -4.060, 2.884], [-4.879, -1.910, -1.403], [-4.183, -2.882, -1.285], [-2.881, -2.996, -0.523], [-2.294, -4.301, -1.064], [-3.552, -5.074, -1.431], [-4.514, -4.073, -1.822], [-3.106, -3.059, 0.543], [-2.244, -2.135, -0.719], [-1.657, -4.831, -0.365], [-1.707, -4.100, -1.961], [-3.962, -5.628, -0.584], [-3.403, -5.760, -2.261]], "atomic_forces_ev_per_a": [[-0.202, 0.667, -0.175], [-0.321, -0.189, -0.111], [0.697, -0.526, 0.084], [0.393, 0.190, -0.086], [-0.469, 0.053, 0.086], [0.358, 0.009, 0.091], [-0.194, -0.003, -0.178], [-0.543, 0.616, 1.010], [-0.078, 0.062, -0.130], [0.059, -0.262, -0.132], [0.219, -0.172, -0.273], [0.275, -0.217, 0.022], [-0.314, -0.060, 0.165], [0.175, -0.043, 0.220], [-0.321, -0.194, -0.266], [-0.044, 0.024, 0.694], [-0.038, -0.046, -0.512], [0.206, 0.072, 0.067], [-0.526, 0.202, 0.689], [0.115, -0.070, -0.186], [0.382, -0.016, -0.010], [-0.537, 0.071, -0.261], [0.026, 0.283, -0.084], [0.066, -0.058, -0.163], [0.030, -0.267, 0.324], [-0.347, 0.166, -0.269], [0.081, 0.001, -0.184], [-0.263, 0.153, 0.017], [-0.148, 0.210, -0.305], [0.597, -0.218, 0.102], [-0.048, -0.223, 0.210], [-0.042, -0.034, -0.167], [-0.218, -0.120, 0.191], [0.149, -0.127, 0.233], [-0.093, 0.184, -0.166], [0.005, -0.248, -0.186], [0.251, 0.133, -0.011], [0.139, 0.028, 0.033], [0.182, -0.031, -0.236], [-0.214, -0.067, 0.057], [-0.020, 0.042, -0.225], [-0.115, -0.053, 0.109], [0.050, 0.221, -0.120], [0.125, -0.177, -0.118], [-0.011, 0.020, 0.114], [0.160, -0.062, -0.038], [-0.145, 0.013, 0.003], [0.000, 0.183, -0.118], [0.273, -0.030, 0.122], [0.141, -0.106, 0.101], [-0.407, -0.119, -0.150], [0.699, 0.316, 0.434], [-1.187, 1.556, -0.858], [-0.063, 0.180, 0.095], [0.108, -0.004, -0.041], [-0.079, -0.168, -0.221], [-1.304, 1.751, -0.732], [-0.184, 0.119, 0.029], [-0.011, -0.037, -0.041], [0.022, -0.021, -0.035], [-0.018, 0.012, 0.039], [-0.171, -0.002, -0.032], [-0.038, -0.138, 0.032], [0.071, 0.304, -0.206], [-0.072, -0.181, 0.450], [0.015, 0.090, -0.082], [0.057, 0.099, 0.076], [-0.061, -0.035, 0.042], [0.057, -0.056, -0.041], [-0.013, 0.055, -0.215], [-0.011, -0.037, 0.003], [-0.005, 0.008, 0.025], [0.002, -0.016, -0.025], [-0.039, -0.147, -0.107], [-0.111, 0.165, -0.067], [0.034, -0.337, 0.019], [-0.068, 0.479, -0.104], [0.165, -0.248, 0.248], [0.075, 0.096, -0.203], [0.099, 0.099, -0.038], [0.015, -0.052, 0.064], [-0.029, -0.197, 0.062], [-0.020, -0.012, -0.080], [-0.009, 0.037, -0.048], [-0.016, -0.039, 0.046], [-0.101, -0.006, 0.110], [0.064, -0.008, 0.115], [-0.090, 0.118, -0.263], [0.128, -0.335, 0.473], [-0.085, 0.034, -0.090], [-0.030, -0.131, -0.018], [-0.004, -0.035, 0.041], [-0.125, 0.051, -0.051], [-0.003, 0.176, -0.204], [0.062, 0.019, -0.022], [0.019, -0.016, 0.011], [-0.011, 0.008, -0.018], [0.061, 0.112, 0.055], [0.006, 0.165, -0.123], [-0.079, -0.221, 0.125], [0.057, 0.343, -0.320], [0.015, -0.114, 0.018], [-0.101, 0.006, -0.142], [0.017, 0.029, -0.036], [0.039, -0.059, 0.034], [-0.024, -0.139, 0.160], [-0.044, 0.017, 0.051], [-0.005, 0.018, -0.006], [0.001, -0.010, 0.018], [0.067, 0.053, 0.126], [0.079, 0.120, -0.094], [-0.109, -0.210, 0.325], [0.006, 0.137, -0.588], [-0.031, -0.048, 0.102], [-0.109, -0.036, -0.090], [0.021, 0.036, -0.084], [0.054, -0.057, 0.069], [0.027, -0.019, 0.326], [-0.007, 0.058, 0.027], [-0.006, 0.006, -0.010], [-0.006, -0.012, 0.022], [0.117, 0.066, 0.044], [0.082, 0.086, -0.028], [-0.116, -0.175, 0.074], [0.115, 0.304, -0.355], [-0.018, -0.122, 0.032], [-0.072, -0.001, -0.152], [0.030, 0.002, -0.023], [0.033, -0.067, 0.045], [-0.059, -0.117, 0.176], [-0.038, 0.035, 0.045], [-0.003, 0.022, -0.010], [0.000, -0.021, 0.014], [0.066, 0.056, 0.118], [0.070, 0.069, -0.066], [-0.091, -0.118, 0.226], [-0.003, 0.151, -0.469], [-0.027, -0.108, 0.113], [-0.023, -0.155, 0.007], [-0.028, -0.013, -0.040], [0.031, -0.054, 0.050], [0.010, -0.045, 0.217], [-0.009, 0.058, 0.022], [-0.010, 0.020, -0.014], [0.011, -0.005, 0.021], [0.115, 0.149, 0.024], [2.166, -3.269, 1.270], [0.435, -0.448, 0.490], [0.168, -0.277, -0.441], [-0.028, 0.183, -0.037], [0.207, -0.205, 0.047], [-0.020, 0.229, -0.022], [0.024, 0.080, -0.017], [-0.125, 0.115, 0.151], [0.007, -0.056, 0.129], [-0.005, -0.022, -0.002], [-0.021, 0.046, 0.003], [-0.147, 0.054, -0.067]], "e_lumo_ev": -1.347, "e_homo_ev": -9.46, "largest_force_ha_per_bohr": 0.0802, "smiles": "CC(=O)OCc1c(P(=O)(O)O)cc2c(c1C[C@@H](O)CN)C(=O)c1ccccc1C2=O.O=C1CCCO1.O=C1CCCO1.O=C1CCCO1.O=C1CCCO1.O=C1CCCO1.O=C1CCCO1.O=C1CCCO1.O=C1CCCO1.O=C1CCCO1"}

No. 2
{"formula": "C5H6O2", "method": "ωB97M-V/def2-TZVPD", "species": ["O", "C", "C", "C", "O", "C", "C", "H", "H", "H", "H", "H", "H"], "positions_angstrom": [[-2.497, -0.085, -0.119], [-1.338, -0.780, 0.294], [-0.135, -0.272, -0.471], [0.570, 0.933, 0.048], [0.959, 0.485, 1.280], [1.289, -0.377, 0.055], [2.407, -0.128, -0.707], [-2.415, 0.829, 0.184], [-1.157, -0.686, 1.370], [-1.516, -1.833, 0.064], [-0.187, -0.373, -1.554], [0.874, 1.889, -0.366], [3.145, 0.397, -0.078]], "atomic_forces_ev_per_a": [[-0.054, 0.245, 0.087], [0.259, -0.231, 0.106], [-0.089, -0.019, -0.067], [-0.215, 0.500, 0.031], [-0.012, 0.162, -0.020], [0.416, -0.373, -0.333], [-0.104, -0.081, 0.314], [-0.115, -0.143, -0.067], [-0.059, -0.039, -0.150], [0.069, 0.111, -0.004], [-0.016, 0.111, 0.156], [-0.036, -0.137, -0.010], [-0.045, -0.105, -0.043]], "e_lumo_ev": 0.144, "de_lowest_kj_mol": 613.8, "e_homo_ev": -9.00, "largest_force_ha_per_bohr": 0.0127}

No. 3
{"formula": "C18H52F6N6O8P", "method": "ωB97M-V/def2-TZVPD", "species": ["P", "F", "F", "F", "F", "F", "F", "C", "O", "N", "N", "H", "H", "H", "H", "C", "O", "N", "N", "H", "H", "H", "H", "C", "O", "N", "N", "H", "H", "H", "H", "C", "C", "C", "O", "H", "H", "H", "H", "H", "H", "H", "H", "C", "C", "C", "O", "H", "H", "H", "H", "H", "H", "H", "H", "C", "C", "C", "O", "H", "H", "H", "H", "H", "H", "H", "H", "C", "C", "C", "O", "H", "H", "H", "H", "H", "H", "H", "H", "C", "C", "C", "O", "H", "H", "H", "H", "H", "H", "H", "H"], "positions_angstrom": [[0.450, 0.210, 0.972], [1.602, 1.025, 1.789], [1.393, -1.096, 0.896], [-0.091, -0.296, 2.430], [-0.705, -0.640, 0.245], [-0.545, 1.514, 1.090], [0.957, 0.820, -0.418], [3.923, -0.903, 4.080], [4.991, -1.129, 4.637], [3.095, 0.111, 4.477], [3.454, -1.655, 3.049], [3.373, 0.668, 5.261], [2.311, 0.355, 3.895], [4.083, -2.283, 2.586], [2.553, -1.491, 2.637], [-0.765, 3.270, 4.622], [-1.161, 3.672, 5.709], [-0.203, 4.085, 3.686], [-0.847, 1.957, 4.265], [0.013, 3.725, 2.773], [-0.128, 5.068, 3.864], [-1.188, 1.353, 4.990], [-0.598, 1.592, 3.362], [2.787, -3.887, -1.413], [1.797, -4.603, -1.436], [2.757, -2.621, -0.910], [4.006, -4.320, -1.854], [3.533, -2.021, -1.128], [1.920, -2.172, -0.580], [4.805, -3.720, -1.930], [4.036, -5.269, -2.175], [-1.201, -4.164, 0.612], [-1.873, -4.743, -0.631], [-2.641, -3.676, -1.396], [-0.913, -5.396, -1.454], [-0.581, -3.287, 0.412], [-0.600, -4.934, 1.102], [-1.910, -3.839, 1.382], [-2.564, -5.518, -0.281], [-3.235, -3.101, -0.681], [-3.307, -4.148, -2.118], [-1.965, -2.975, -1.884], [-0.034, -5.091, -1.187], [-3.324, 3.975, -1.584], [-2.199, 2.992, -1.353], [-1.624, 2.456, -2.645], [-1.173, 3.654, -0.599], [-3.033, 4.759, -2.291], [-3.620, 4.453, -0.653], [-4.167, 3.467, -2.061], [-2.565, 2.182, -0.710], [-2.285, 1.797, -3.212], [-0.702, 1.893, -2.482], [-1.353, 3.300, -3.287], [-0.793, 2.997, -0.005], [-4.625, -0.548, -0.170], [-4.738, -1.079, 1.262], [-3.459, -0.818, 2.025], [-5.827, -0.454, 1.943], [-5.392, -0.976, -0.817], [-3.628, -0.737, -0.567], [-4.733, 0.540, -0.151], [-4.892, -2.166, 1.261], [-2.616, -1.180, 1.444], [-3.402, -1.328, 2.993], [-3.300, 0.229, 2.296], [-6.579, -0.438, 1.344], [3.220, 3.769, -0.246], [3.653, 3.519, 1.203], [4.410, 2.220, 1.361], [4.486, 4.598, 1.650], [2.738, 2.886, -0.665], [4.091, 4.037, -0.847], [2.494, 4.586, -0.262], [2.765, 3.487, 1.844], [3.824, 1.431, 0.889], [4.475, 1.916, 2.408], [5.408, 2.251, 0.926], [4.189, 5.410, 1.232], [-0.420, 0.108, -5.351], [0.689, -0.758, -4.773], [0.429, -1.239, -3.356], [0.773, -1.893, -5.653], [-0.296, 1.184, -5.216], [-1.386, -0.158, -4.919], [-0.449, -0.025, -6.433], [1.630, -0.195, -4.821], [-0.609, -1.563, -3.270], [0.585, -0.448, -2.618], [1.079, -2.074, -3.094], [1.467, -2.469, -5.320]], "atomic_forces_ev_per_a": [[-0.895, 0.360, 1.084], [-0.024, -0.075, -0.446], [0.457, 0.220, -0.190], [-0.098, -0.055, -0.276], [-0.002, 0.320, -0.233], [-0.057, -0.157, 0.330], [0.484, -0.511, -0.127], [0.386, 0.148, 0.563], [-0.025, 0.010, -0.153], [-0.179, -0.451, -0.428], [-0.245, -0.060, -0.212], [-0.016, 0.083, -0.046], [-0.031, 0.293, 0.222], [0.045, -0.033, 0.134], [0.053, 0.055, -0.132], [-0.212, -0.092, 0.263], [0.175, 0.093, -0.075], [0.165, -0.125, -0.353], [-0.005, 0.197, 0.235], [0.044, 0.133, -0.029], [-0.123, -0.009, 0.066], [-0.053, -0.166, -0.188], [-0.010, -0.074, 0.075], [-0.730, 0.469, 0.422], [0.189, -0.304, 0.009], [0.916, -0.003, -0.443], [-0.130, -0.105, -0.084], [-0.102, 0.157, 0.233], [-0.122, -0.312, -0.100], [0.051, -0.092, 0.045], [0.136, 0.048, -0.116], [-0.023, -0.008, 0.544], [0.403, 0.155, 0.481], [-0.153, -0.144, 0.340], [-0.257, 0.041, 0.092], [0.088, -0.130, -0.246], [0.153, 0.047, -0.160], [-0.220, -0.031, -0.276], [-0.126, 0.026, -0.143], [-0.147, -0.046, -0.107], [0.055, 0.177, -0.170], [0.076, -0.107, -0.097], [0.111, 0.026, -0.306], [-0.066, 0.084, -0.488], [0.204, -0.032, 0.672], [0.433, -0.073, -0.461], [-0.098, 0.226, -0.200], [0.210, 0.007, 0.143], [-0.143, -0.109, 0.033], [-0.112, -0.013, 0.244], [-0.108, -0.137, -0.263], [-0.247, 0.116, 0.158], [-0.061, -0.014, 0.246], [-0.055, -0.020, -0.013], [0.069, -0.007, -0.117], [0.090, 0.145, 0.338], [0.286, 0.217, -0.063], [0.289, -0.050, 0.740], [-0.027, -0.063, 0.083], [0.061, 0.018, -0.108], [-0.119, -0.237, -0.173], [-0.108, -0.009, 0.038], [-0.094, -0.005, -0.186], [0.092, 0.119, -0.018], [-0.339, -0.204, -0.143], [-0.112, 0.129, -0.497], [-0.031, -0.021, 0.025], [-0.093, -0.027, 0.535], [0.057, 0.201, -0.428], [-0.299, -0.384, 0.243], [0.183, -0.072, 0.116], [-0.034, 0.023, -0.020], [0.013, -0.041, -0.067], [0.048, 0.040, -0.195], [-0.059, -0.085, -0.051], [0.110, -0.024, -0.130], [0.215, 0.201, 0.030], [-0.008, 0.146, -0.056], [-0.102, -0.010, 0.025], [-0.196, 0.316, -0.126], [-0.007, -0.081, -0.218], [-0.171, 0.347, 0.096], [0.133, 0.132, -0.040], [0.236, -0.098, 0.393], [-0.036, -0.104, -0.156], [-0.076, -0.212, 0.031], [0.068, -0.100, 0.028], [0.050, -0.144, 0.019], [0.002, 0.031, -0.048], [0.022, -0.016, -0.011], [-0.071, -0.078, 0.041]], "total_charge": -1, "e_lumo_ev": 2.115, "de_lowest_kj_mol": 0.0, "e_homo_ev": -7.48, "largest_force_ha_per_bohr": 0.0282}